No. 1
Molecular formula: C44H45BrN6O5S3SiTa
Method: DFT, wB97M-V/def2-TZVPD

Results
**Net charge**: -1
**HOMO level**: -5.383 eV
**Relative energy (zero: lowest compared OMol25 entry of this formula, charge and spin)**: 21.21 kcal per mole

Structure (XYZ):
```
106
Properties=species:S:1:pos:R:3:mulliken_charge:R:1
Ta 0.238 0.341 0.052 0.41
O -0.620 -0.851 3.309 -0.57
C 0.040 -1.344 2.429 -1.03
N 1.027 -0.666 1.700 0.19
C 2.245 -1.351 1.571 0.79
C 2.815 -2.083 2.602 -0.39
C 4.035 -2.710 2.394 -0.84
C 4.677 -2.578 1.170 -0.60
C 4.116 -1.838 0.137 -1.24
C 2.878 -1.227 0.331 0.22
N 2.096 -0.539 -0.596 0.72
C 2.562 -0.218 -1.851 0.71
O 3.686 -0.408 -2.280 -0.77
C 1.472 0.441 -2.647 -0.06
C 1.770 1.012 -3.822 -0.46
C 1.002 1.852 -4.737 -0.59
C -0.237 2.353 -4.688 -0.96
C -1.318 2.105 -3.660 -0.46
N 0.215 0.364 -2.012 1.44
C -0.243 -2.757 1.954 1.24
C -0.732 -3.713 2.829 -0.85
C -1.037 -4.967 2.327 -0.66
C -0.857 -5.203 0.973 -0.74
C -0.374 -4.174 0.179 -0.34
N -0.062 -2.974 0.652 0.47
H 2.315 -2.138 3.562 0.55
H 4.489 -3.286 3.191 0.39
H 5.636 -3.055 1.013 0.39
H 4.619 -1.734 -0.809 0.49
H 2.809 0.871 -4.100 0.49
H 1.580 2.154 -5.605 0.34
H -0.525 2.982 -5.523 0.38
H -2.217 2.652 -3.944 0.77
H -0.874 -3.459 3.871 0.43
H -1.410 -5.746 2.979 0.42
H -1.089 -6.163 0.533 0.45
H -0.231 -4.322 -0.887 0.43
S -0.745 2.074 1.638 -0.08
C -0.194 3.615 1.059 -0.13
C -0.865 4.783 1.423 -0.96
C -0.420 6.022 0.989 0.27
C -1.144 7.199 1.378 -0.15
N -1.722 8.140 1.699 -0.58
C 0.719 6.110 0.172 0.57
C 1.391 4.950 -0.188 -0.99
C 0.945 3.706 0.244 1.19
S 1.819 2.257 -0.163 -0.52
C 1.194 7.380 -0.294 -0.17
N 1.589 8.389 -0.677 -0.58
H -1.742 4.722 2.051 0.55
H 2.268 5.016 -0.818 0.54
C -3.307 0.929 4.766 -1.59
C -4.059 0.088 3.744 1.91
C -5.522 0.500 3.658 -1.40
C -3.950 -1.396 4.077 -1.29
O -3.399 0.342 2.493 1.90
Si -3.807 0.050 0.958 -2.85
S -2.099 -0.247 -0.261 0.82
O -4.761 1.184 0.278 0.01
C -4.676 2.590 0.011 2.34
C -6.039 2.971 -0.553 -2.15
C -3.584 2.840 -1.021 -1.17
C -4.396 3.357 1.294 -1.27
O -4.685 -1.324 0.940 0.19
C -5.126 -2.219 -0.096 1.94
C -4.076 -3.311 -0.265 -1.27
C -5.358 -1.477 -1.407 -1.28
C -6.432 -2.813 0.413 -2.12
H -3.685 0.738 5.773 0.41
H -3.425 1.991 4.544 0.30
H -2.247 0.684 4.728 0.13
H -6.006 0.353 4.625 0.52
H -6.051 -0.098 2.913 0.08
H -5.607 1.551 3.388 0.19
H -4.404 -1.596 5.050 0.52
H -2.903 -1.687 4.104 0.13
H -4.464 -1.991 3.321 0.04
H -6.236 2.406 -1.464 0.36
H -6.074 4.037 -0.787 0.40
H -6.822 2.745 0.172 0.43
H -3.762 2.230 -1.909 0.20
H -2.604 2.581 -0.617 -0.40
H -3.574 3.893 -1.310 0.71
H -5.207 3.218 2.008 0.24
H -4.313 4.425 1.076 0.56
H -3.466 3.016 1.748 -0.08
H -3.132 -2.883 -0.599 -0.03
H -4.408 -4.043 -1.006 0.53
H -3.910 -3.823 0.685 0.25
H -4.426 -1.062 -1.792 0.03
H -6.066 -0.660 -1.261 0.25
H -5.754 -2.160 -2.161 0.53
H -6.269 -3.296 1.378 0.33
H -6.818 -3.553 -0.289 0.42
H -7.178 -2.028 0.540 0.42
Br -4.234 -2.054 -5.378 -0.21
C -2.800 -1.304 -4.381 -0.52
C -1.938 -2.146 -3.700 -0.42
C -0.923 -1.581 -2.946 0.05
C -0.775 -0.203 -2.870 -1.72
C -1.609 0.632 -3.609 0.82
C -2.641 0.070 -4.354 -0.34
H -2.074 -3.218 -3.740 0.44
H -0.253 -2.203 -2.364 0.23
H -1.011 2.464 -2.676 -0.19
H -3.311 0.706 -4.918 0.54
```

***

No. 2
Molecular formula: C44H45CoNP2Si
Method: DFT, wB97M-V/def2-TZVPD

Results
**Net charge**: +1
**HOMO level (alpha / beta)**: -9.181 / -10.887 eV
**Relative energy (zero: lowest compared OMol25 entry of this formula, charge and spin)**: 62.67 kcal per mole
**Spin multiplicity**: 5

Structure (XYZ):
```
94
Properties=species:S:1:pos:R:3:mulliken_spin:R:1
Co -0.753 0.691 -1.188 2.76
N -2.093 0.110 -3.019 0.10
C -2.072 1.150 -4.005 0.02
C -1.784 0.854 -5.330 0.01
C -1.797 1.855 -6.286 0.00
C -2.110 3.154 -5.917 0.00
C -2.397 3.445 -4.594 0.00
C -2.389 2.453 -3.615 -0.03
C -2.750 2.760 -2.211 0.02
C -3.799 3.661 -2.004 0.01
C -4.179 4.032 -0.728 0.01
C -3.513 3.502 0.363 0.01
C -2.490 2.580 0.175 -0.35
C -2.096 2.185 -1.105 0.21
H -1.961 -0.792 -3.465 -0.01
H -2.988 0.106 -2.536 -0.01
H -1.572 -0.168 -5.622 0.00
H -1.601 1.614 -7.321 0.00
H -2.133 3.937 -6.662 0.00
H -2.632 4.463 -4.314 0.00
H -4.333 4.053 -2.859 0.00
H -4.976 4.749 -0.584 0.00
H -3.786 3.804 1.365 0.00
H -2.008 2.178 1.058 0.08
C -1.503 -2.835 -0.092 -0.03
C -0.753 -2.137 -1.234 0.04
P 1.061 -2.266 -0.838 0.03
C 1.883 -0.823 -1.616 -0.05
C 3.258 -0.809 -1.380 0.01
C 4.041 0.253 -1.797 0.01
C 3.458 1.328 -2.454 0.00
C 2.104 1.312 -2.728 -0.01
C 1.309 0.247 -2.308 0.09
C 1.434 -3.554 -2.114 0.03
C 1.762 -3.231 -3.429 0.00
C 1.855 -4.232 -4.384 0.00
C 1.630 -5.556 -4.035 0.00
C 1.339 -5.885 -2.721 0.00
C 1.242 -4.888 -1.762 0.00
C -1.478 -1.988 1.176 0.30
P 0.229 -0.983 1.450 0.29
C 1.743 0.251 1.455 0.17
C 1.487 1.528 0.971 0.06
C 2.454 2.514 1.021 0.00
C 3.705 2.216 1.548 0.01
C 3.983 0.931 1.985 0.01
C 3.004 -0.055 1.940 0.04
C 0.990 -2.191 2.631 0.04
C 1.506 -3.433 2.265 0.00
C 2.093 -4.265 3.207 0.01
C 2.160 -3.884 4.537 0.00
C 1.633 -2.661 4.917 0.00
C 1.062 -1.820 3.975 -0.02
H -1.038 -3.808 0.094 0.00
H -2.536 -3.015 -0.401 0.00
H -1.044 -1.070 -1.214 0.01
H -0.972 -2.578 -2.205 -0.01
H 3.708 -1.646 -0.857 0.00
H 5.106 0.248 -1.608 0.00
H 4.059 2.173 -2.757 0.00
H 1.652 2.119 -3.291 -0.01
H 0.287 0.195 -2.708 0.05
H 1.948 -2.203 -3.712 0.00
H 2.086 -3.975 -5.409 0.00
H 1.692 -6.330 -4.788 0.00
H 1.180 -6.920 -2.447 0.00
H 1.014 -5.151 -0.735 0.00
H -1.680 -2.566 2.078 0.02
H -2.212 -1.178 1.105 0.02
H 0.493 1.764 0.574 0.09
H 2.238 3.510 0.656 0.00
H 4.458 2.988 1.624 0.00
H 4.969 0.686 2.357 0.00
H 3.222 -1.055 2.294 0.01
H 1.473 -3.760 1.237 -0.01
H 2.501 -5.220 2.901 0.00
H 2.622 -4.533 5.269 0.00
H 1.666 -2.358 5.955 0.00
H 0.673 -0.860 4.283 0.00
C -3.443 2.249 4.624 0.00
Si -1.558 2.206 4.635 0.00
C -0.817 3.893 4.225 0.00
C -0.899 1.603 6.293 0.00
C -0.993 1.008 3.325 0.01
C -0.555 0.160 2.576 -0.03
H -3.811 2.991 5.334 0.00
H -3.867 1.284 4.903 0.00
H -3.839 2.503 3.642 0.00
H -1.020 4.602 5.029 0.00
H -1.225 4.308 3.302 0.00
H 0.265 3.826 4.109 0.00
H -1.163 2.306 7.084 0.00
H 0.187 1.513 6.278 0.00
H -1.308 0.629 6.564 0.00
```

***

No. 3
Molecular formula: C44H45IN3O2PdS3Sb2
Method: DFT, wB97M-V/def2-TZVPD

Results
**Net charge**: +3
**HOMO level**: -15.510 eV
**Relative energy (zero: lowest compared OMol25 entry of this formula, charge and spin)**: 0.00 kcal per mole

Structure (XYZ):
```
101
Properties=species:S:1:pos:R:3:mulliken_charge:R:1
Pd -1.020 -0.967 -0.154 0.88
C 2.780 -1.688 -2.199 -1.03
C 3.347 -2.328 -0.934 -0.67
C 2.327 -3.164 -0.161 -1.17
Sb 1.054 -1.894 1.017 1.41
C 0.777 -2.982 2.787 0.72
C 0.521 -4.347 2.687 -0.60
C 0.382 -5.105 3.840 -0.76
C 0.503 -4.500 5.084 -0.60
C 0.753 -3.138 5.178 -0.81
C 0.881 -2.369 4.029 -0.54
C 2.392 -0.338 1.489 0.06
C 3.421 -0.580 2.397 -0.51
C 4.367 0.404 2.651 -0.86
C 4.294 1.627 2.000 -0.88
C 3.274 1.868 1.088 -0.47
C 2.326 0.887 0.833 0.51
Sb 0.779 -0.861 -2.173 1.08
C -0.093 -2.418 -3.313 0.46
C -0.938 -3.344 -2.705 -0.83
C -1.408 -4.441 -3.415 -0.69
C -1.039 -4.615 -4.741 -0.62
C -0.187 -3.704 -5.351 -0.82
C 0.292 -2.614 -4.639 -0.56
C 1.057 0.724 -3.536 0.54
C 2.084 1.633 -3.280 -0.52
C 2.303 2.693 -4.148 -0.70
C 1.488 2.856 -5.263 -0.84
C 0.456 1.960 -5.509 -0.70
C 0.237 0.893 -4.646 -0.45
H 2.641 -2.439 -2.978 0.60
H 3.437 -0.913 -2.589 0.73
H 3.772 -1.561 -0.286 0.16
H 4.183 -2.967 -1.228 0.55
H 2.793 -3.827 0.569 0.70
H 1.717 -3.772 -0.832 0.61
H 0.446 -4.835 1.721 0.45
H 0.191 -6.167 3.769 0.46
H 0.411 -5.095 5.982 0.44
H 0.858 -2.674 6.150 0.47
H 1.062 -1.305 4.108 0.47
H 3.499 -1.533 2.908 0.52
H 5.165 0.211 3.355 0.48
H 5.035 2.389 2.200 0.45
H 3.224 2.821 0.576 0.44
H 1.520 1.081 0.128 -0.42
H -1.216 -3.223 -1.654 0.54
H -2.055 -5.163 -2.935 0.48
H -1.406 -5.467 -5.297 0.43
H 0.113 -3.847 -6.380 0.47
H 0.971 -1.924 -5.129 0.50
H 2.741 1.502 -2.425 0.36
H 3.129 3.371 -3.977 0.61
H 1.674 3.666 -5.955 0.52
H -0.165 2.078 -6.386 0.48
H -0.566 0.195 -4.853 0.52
O -1.301 0.457 4.560 -0.08
C -0.954 1.728 4.849 0.60
C -1.032 2.216 6.148 -1.03
C -0.694 3.526 6.421 -0.57
C -0.271 4.385 5.406 -0.91
C -0.191 3.917 4.119 -0.49
C -0.524 2.579 3.802 -0.01
C -0.453 2.087 2.444 0.14
O -0.628 0.970 2.035 0.26
N -0.110 3.172 1.460 0.01
N -0.291 2.817 0.280 0.36
C -0.004 3.854 -0.659 -0.09
S -0.454 3.533 -2.230 0.30
C -0.144 5.227 -2.819 -0.70
C 0.979 5.810 -1.983 -0.60
S 0.744 5.304 -0.245 0.13
H -1.596 0.016 5.369 0.23
H -1.367 1.562 6.945 0.45
H -0.762 3.888 7.438 0.43
H -0.009 5.408 5.633 0.46
H 0.142 4.577 3.335 0.50
H -1.084 5.770 -2.706 0.43
H 0.121 5.173 -3.874 0.41
H 0.983 6.899 -2.018 0.50
H 1.955 5.436 -2.290 0.27
C -3.226 -3.182 1.002 -1.19
S -2.240 -1.836 1.683 0.43
C -3.539 -0.634 2.014 -0.98
H -3.885 -3.547 1.788 0.53
H -2.550 -3.981 0.708 0.28
H -3.814 -2.848 0.149 0.29
H -4.134 -0.448 1.123 0.35
H -3.049 0.275 2.354 -0.01
H -4.168 -1.027 2.811 0.53
I -4.443 3.740 -1.504 0.15
C -4.030 1.724 -1.801 -0.68
C -4.754 0.967 -2.714 -0.26
C -4.448 -0.377 -2.844 -1.14
C -3.431 -0.916 -2.077 -0.52
N -2.730 -0.184 -1.202 0.65
C -3.031 1.113 -1.065 -0.24
H -5.546 1.412 -3.302 0.47
H -4.993 -1.007 -3.532 0.53
H -3.161 -1.961 -2.170 0.49
H -2.468 1.657 -0.316 0.26
```